one:
Here is a 2-piece molecular cluster, C4H14N3O overall from the Open Molecules 2025 dataset. Energies are from ωB97M-V/def2-TZVPD.

Structure (XYZ):
```
22
Properties=species:S:1:pos:R:3:lowdin_charge:R:1
C 0.6979 1.9099 -0.7724 -0.1363
C 0.7283 0.5863 -1.5211 -0.1316
C 0.6613 -0.5189 -0.4787 -0.3736
C -0.3480 -1.3941 -0.3961 -0.1775
N -0.4448 -2.4085 0.5134 0.0770
N 1.8545 -0.8651 0.2605 0.0713
N -0.6052 1.9786 -0.0277 0.1904
H 0.8498 2.8139 -1.3588 0.1335
H 1.4683 1.9124 -0.0164 0.1190
H -0.1128 0.5658 -2.2168 0.1221
H 1.6097 0.4110 -2.1025 0.1178
H -1.2415 -1.3119 -1.0016 0.1273
H -1.1922 -3.0793 0.4364 0.1000
H 0.4153 -2.8058 0.8582 0.0939
H 2.2449 -0.0530 0.7318 0.0723
H 2.5931 -1.2016 -0.3477 0.0928
H -0.7756 2.9039 0.3207 0.1641
H -1.4086 1.6725 -0.5737 0.1658
H -0.5312 1.2666 0.7049 0.1081
H -2.8433 0.0757 1.8974 0.0656
H -1.4041 -0.4570 2.0420 0.0465
O -1.9198 0.3218 1.7967 -0.0487
```

HOMO-LUMO gap: 8.76 eV
2S+1: 1
LUMO energy: -3.0 eV
HOMO energy: -11.8 eV
Total charge: +1

=====

two:
Here is a 2-piece molecular cluster, C4H14N3O overall from the Open Molecules 2025 dataset. Energies are from ωB97M-V/def2-TZVPD.

Structure (XYZ):
```
22
Properties=species:S:1:pos:R:3:lowdin_charge:R:1
C -2.5503 1.7326 1.5414 -0.1054
N -2.5081 0.2810 1.3863 -0.1151
C -1.2268 -0.2374 0.9959 -0.2791
N -1.1123 -0.2604 -0.4938 0.0286
H -3.5650 2.0932 1.5036 0.0802
H -2.0880 2.0629 2.4808 0.0887
H -2.0024 2.1977 0.7224 0.0724
H -2.8256 -0.1691 2.2302 0.1122
H -1.1293 -1.2612 1.3445 0.1256
H -0.3842 0.3504 1.3700 0.1173
H -2.0055 -0.6233 -0.8288 0.1238
H -1.1115 0.7082 -0.8056 0.1012
O 3.6627 -1.9424 -0.7204 0.0907
C 3.6175 -0.7625 -0.9142 -0.2118
C 2.2859 -0.0747 -1.1477 -0.1233
N 1.2293 -1.0978 -1.3626 0.1085
H 4.5058 -0.1200 -0.8754 0.1385
H 2.0327 0.5099 -0.2539 0.1329
H 2.3339 0.6133 -1.9932 0.1363
H 0.1755 -0.7225 -0.9655 0.0879
H 1.1366 -1.3347 -2.3435 0.1530
H 1.5293 -1.9431 -0.8705 0.1368
```

HOMO-LUMO gap: 9.84 eV
2S+1: 1
LUMO energy: -3.0 eV
HOMO energy: -12.8 eV
Total charge: +1

=====

Least stable structure: two

=====

one:
Here is a 2-piece molecular cluster, C3H9PS3 overall from the Open Molecules 2025 dataset. Energies are from ωB97M-V/def2-TZVPD.

Structure (XYZ):
```
16
Properties=species:S:1:pos:R:3:lowdin_charge:R:1
C 0.6103 -0.4498 2.1053 -0.2569
C -0.6041 2.4951 -2.2699 -0.5185
C 1.2973 -1.0187 0.9599 -0.1500
P 1.4391 1.0152 -0.5314 -0.1656
S 2.5968 1.1000 -2.0046 0.1483
S 1.4658 2.5504 1.1403 0.3063
S -0.7134 1.1232 -1.0941 0.4520
H 1.1714 0.3029 2.6204 0.0119
H -0.2711 0.0992 1.6551 0.0582
H 0.0171 -1.0597 2.8257 0.0943
H -0.4463 2.2922 -3.2776 -0.0009
H 0.3152 3.1489 -2.0135 0.0437
H -1.4289 3.1829 -2.2189 0.0205
H 0.8091 -1.4092 0.0596 0.0391
H 2.4110 -1.1789 1.0437 0.0773
H 2.4301 1.7635 1.7992 -0.1596
```

HOMO-LUMO gap: 7.69 eV
2S+1: 1
LUMO energy: -0.6 eV
HOMO energy: -8.3 eV

=====

two:
Here is a 2-piece molecular cluster, C3H9PS3 overall from the Open Molecules 2025 dataset. Energies are from ωB97M-V/def2-TZVPD.

Structure (XYZ):
```
16
Properties=species:S:1:pos:R:3:lowdin_charge:R:1
C 0.7515 1.4156 1.6542 -0.1912
C -1.6849 -0.3757 -2.3778 -0.4923
C -0.0526 0.1409 1.8055 -0.4949
P -0.2001 -0.7860 0.1986 0.1616
S -1.4307 -2.3084 0.3562 0.1753
S 3.5735 -0.6881 -0.5255 0.2984
S -0.9209 0.7037 -1.1355 0.5130
H 1.7477 1.1963 1.2718 0.0412
H 0.2638 2.0987 0.9617 0.0404
H 0.8514 1.9081 2.6195 0.0748
H -2.2159 0.2709 -3.0670 0.0262
H -2.3747 -1.0602 -1.8898 -0.0176
H -0.9099 -0.9258 -2.9046 0.0323
H -1.0722 0.3355 2.1557 0.0777
H 0.4256 -0.5574 2.4974 0.0743
H 3.2483 -1.3682 -1.6205 -0.3192
```

HOMO-LUMO gap (alpha / beta): 7.12 / 5.71 eV
2S+1: 1
LUMO energy (alpha / beta): -1.9 / -2.4 eV
HOMO energy (alpha / beta): -9.0 / -8.1 eV

=====

Least stable structure: one

=====

one:
Here is a 2-piece molecular cluster, C5H8NO overall from the Open Molecules 2025 dataset. Energies are from ωB97M-V/def2-TZVPD.

Structure (XYZ):
```
15
Properties=species:S:1:pos:R:3:lowdin_charge:R:1
C 0.3389 3.0924 -0.6740 0.0181
C -0.0991 -1.7319 0.6393 -0.2131
C 0.2536 -0.5725 -0.1170 -0.1643
C 1.0475 3.0527 0.5214 -0.0146
C -0.7226 -2.9963 -0.0519 -0.0568
N 0.2858 0.3815 -0.7299 0.1642
O 1.5404 2.6878 1.4560 0.3912
H 0.6276 3.8806 -1.4360 0.1649
H -0.6450 3.3355 -0.4954 0.0982
H 0.7086 -2.1449 1.3500 0.1538
H -0.9883 -1.3352 1.1945 0.1339
H 0.2154 2.0215 -1.1228 0.0917
H -0.5878 -3.7371 0.6467 0.0423
H -1.8269 -2.7404 -0.2474 0.1183
H -0.1481 -3.1935 -0.9336 0.0721
```

HOMO-LUMO gap: 10.21 eV
2S+1: 1
LUMO energy: -5.2 eV
HOMO energy: -15.4 eV
Total charge: +1

=====

two:
Here is an isolated ion of composition C5H8NO and charge +1 from the Open Molecules 2025 dataset. Energies are from ωB97M-V/def2-TZVPD.

Structure (XYZ):
```
15
Properties=species:S:1:pos:R:3:lowdin_charge:R:1
C 1.9172 -1.4135 0.3398 -0.0452
C 0.6509 -0.6883 0.6335 -0.0773
C -0.2247 -0.1975 -0.2907 0.0049
N -1.5211 0.3114 0.2080 -0.0504
C -2.2423 1.5004 -0.2300 0.0116
C -1.9275 -0.6403 0.9320 -0.1358
O -2.2826 -1.4823 1.6019 0.3642
H 1.9544 -1.8185 -0.6898 0.1009
H 1.9873 -2.1283 1.0453 0.0377
H 2.8735 -0.7213 0.4812 0.1538
H 0.5036 -0.4874 1.6122 0.0929
H -0.1211 -0.2096 -1.3800 0.1491
H -2.6636 1.4853 -1.3832 0.1703
H -1.5733 2.3196 -0.1845 0.0776
H -3.1621 1.7776 0.4338 0.1457
```

HOMO-LUMO gap: 10.26 eV
2S+1: 1
LUMO energy: -4.4 eV
HOMO energy: -14.7 eV
Total charge: +1

=====

Least stable structure: two

=====

one:
Here is an isolated ion of composition C2HO4P and charge -2 from the Open Molecules 2025 dataset. Energies are from ωB97M-V/def2-TZVPD.

Structure (XYZ):
```
8
Properties=species:S:1:pos:R:3:lowdin_charge:R:1
C -1.8483 0.2401 -0.2372 -0.2775
C -0.2853 0.1357 -0.3266 -0.4234
O 1.6207 -1.7262 -0.6457 -0.4323
O 0.7988 0.3256 0.7113 -0.3368
O 2.2931 0.4480 -1.6304 -0.4503
O -2.1826 0.6762 1.1196 -0.3331
P 1.2780 -0.3151 -0.8410 0.2078
H -1.6742 0.2156 1.8500 0.0455
```

HOMO-LUMO gap: 5.62 eV
2S+1: 1
LUMO energy: 7.2 eV
HOMO energy: 1.5 eV
Total charge: -2

=====

two:
Here is an isolated ion of composition C2HO4P and charge -2 from the Open Molecules 2025 dataset. Energies are from ωB97M-V/def2-TZVPD.

Structure (XYZ):
```
8
Properties=species:S:1:pos:R:3:lowdin_charge:R:1
C -0.1236 -1.4222 -1.2497 -0.2282
C 0.2969 -0.4300 -0.1973 -0.4834
O 1.9055 1.3024 1.4256 -0.5062
O -0.5890 0.3049 0.7130 -0.3359
O 0.4588 2.4533 -0.3716 -0.4666
O -1.4564 -1.9358 -0.7150 -0.3100
P 0.8621 1.1457 0.2842 0.3399
H -1.3544 -1.4185 0.1109 -0.0095
```

HOMO-LUMO gap: 6.06 eV
2S+1: 1
LUMO energy: 7.3 eV
HOMO energy: 1.2 eV
Total charge: -2

=====

Least stable structure: one